Below is a structure of composition C18H16BInN8S2, with properties calculated with ωB97M-V with the def2-TZVPD basis set.

## Properties
⟨S²⟩ = 0.76
net charge = +1
LUMO (alpha / beta) = -4.0 / -7.2 eV
M = 534.1 g mol⁻¹
2S+1 = 2
frontier orbital gap (alpha / beta) = 6.9 / 3.7 eV

CARTESIAN COORDINATES (ANGSTROEM)
In1 -0.01 0.42 -0.68
C1 -3.29 0.49 2.52
C2 -2.71 0.05 1.33
N1 -1.50 0.60 1.17
N2 -1.29 1.40 2.24
C3 -2.36 1.35 3.06
B1 -0.01 2.28 2.36
N3 1.27 1.38 2.24
C4 2.33 1.33 3.07
C5 3.26 0.45 2.54
C6 2.68 0.02 1.35
N4 1.48 0.58 1.18
N5 0.00 3.27 1.16
C7 0.01 4.62 1.05
C8 0.02 4.97 -0.28
C9 0.01 3.75 -0.95
N6 0.01 2.74 -0.09
N7 -0.01 2.87 3.77
C10 0.00 4.12 4.32
C11 0.00 3.99 5.68
C12 -0.01 2.59 5.90
N8 -0.01 1.93 4.76
H1 -4.26 0.24 2.92
H2 -3.10 -0.61 0.57
H3 -2.40 1.92 3.97
H4 2.37 1.90 3.98
H5 4.22 0.19 2.95
H6 3.07 -0.65 0.59
H7 0.01 5.27 1.90
H8 0.03 5.96 -0.69
H9 0.02 3.55 -2.02
H10 0.01 5.02 3.75
H11 0.00 4.78 6.41
H12 -0.02 2.06 6.83
S1 -0.03 -2.04 1.58
C13 0.00 -3.20 2.90
C14 0.04 -3.14 4.28
C15 0.05 -4.38 4.93
C16 0.03 -5.57 4.22
C17 0.00 -5.60 2.81
C18 -0.01 -4.39 2.19
S2 -0.05 -3.77 0.51
H13 0.05 -2.21 4.82
H14 0.07 -4.41 6.01
H15 0.05 -6.51 4.76
H16 -0.01 -6.54 2.26

Atom charges from the natural (NBO) analysis, given in e for atoms 1 to 6: 0.727, -0.340, -0.035, -0.402, -0.343, 0.022